16
Properties=species:S:1:pos:R:3:forces:R:3:nbo_charge:R:1 method="wB97M-V/def2-TZVPD" charge=0 energy_ev=-8760.3349 e_above_lowest_kcal_mol=96.6 orbital_gap_ha=0.2730
C 0.43962 -0.59133 1.26955 0.782 0.250 -0.850 -0.58
C -0.54963 -0.41577 0.25075 -0.549 0.457 -0.792 0.19
N -1.07175 -1.53874 -0.36165 0.353 0.472 0.230 -0.79
N -0.79297 2.02638 0.43669 -0.022 0.361 0.224 -0.82
C -0.80551 0.84209 -0.31178 0.143 -0.614 0.324 -0.13
C 1.25247 0.10981 -0.40541 -0.376 -0.656 0.949 0.23
N 1.71189 -0.52180 -1.38952 -0.136 0.012 -0.140 -0.78
H -0.64204 -2.42536 -0.14873 -0.075 0.100 -0.218 0.39
H -1.51395 -1.41788 -1.25950 0.083 -0.181 0.096 0.39
H -0.41514 1.94528 1.36822 -0.015 -0.010 -0.052 0.37
H -0.41120 2.83242 -0.03963 0.047 -0.098 0.029 0.37
H 1.17968 -1.31711 -1.73058 0.166 -0.160 0.221 0.35
H 0.72507 -1.60098 1.53419 -0.062 0.038 0.054 0.22
H 0.58077 0.16788 2.02452 -0.022 -0.073 0.026 0.21
H -1.35177 0.88680 -1.24691 -0.020 -0.023 -0.004 0.19
H 1.66446 1.01830 0.00978 -0.298 0.125 -0.096 0.19